(1)
The following is a quantum chemistry calculation of CH2Cl4O2SSi in the gas phase, from the Open Molecules 2025 dataset.

The geometry in XYZ format:
```
11
Properties=species:S:1:pos:R:3:lowdin_charge:R:1
C -0.92 0.91 0.60 -0.3431
O -1.50 0.02 -1.83 -0.3473
O 0.25 -0.98 -0.46 -0.5804
Si 1.58 -0.01 -0.03 -0.8764
S -1.30 -0.32 -0.40 0.4018
Cl 2.04 0.60 1.79 0.4410
Cl 1.77 1.28 -1.54 0.4140
Cl 2.77 -1.56 -0.53 0.3852
Cl -2.27 -2.00 0.20 0.3901
H -1.72 1.74 0.67 0.0876
H -0.69 0.32 1.54 0.0274
```

Results
**Multiplicity**: 1
**Electronic energy**: -73968.95866 eV
**LUMO**: -0.0342 hartree
**HOMO**: -10.102 eV
**SMILES**: C=[S@](=O)(Cl)O[Si](Cl)(Cl)Cl



(2)
The following is a quantum chemistry calculation of C4H6N2O in the gas phase, from the Open Molecules 2025 dataset.

The geometry in XYZ format:
```
13
Properties=species:S:1:pos:R:3:lowdin_charge:R:1
C -1.75 -0.51 -0.11 -0.0187
C -0.24 -0.38 -0.06 -0.3072
C 0.70 -1.30 -0.01 -0.1941
C 1.92 0.49 -0.09 -0.0964
H -1.93 -1.53 -0.61 0.1096
H -2.15 0.30 -0.71 0.0631
H -2.14 -0.27 0.93 0.0950
H 0.48 -2.40 0.35 0.1517
H 2.63 1.33 -0.10 0.1281
H 0.16 2.25 0.88 0.1425
N 1.93 -0.80 -0.11 0.0308
N 0.51 0.76 -0.28 -0.0935
O -0.11 2.06 -0.08 -0.0109
```

Results
**Multiplicity**: 1
**Electronic energy**: -9269.88355 eV
**LUMO**: 0.0179 hartree
**HOMO**: -8.897 eV
**SMILES**: Cc1cncn1O



(3)
The following is a quantum chemistry calculation of a molecular structure, C11H26CoN4O7, from the Open Molecules 2025 dataset.

The geometry in XYZ format:
```
49
Properties=species:S:1:pos:R:3:lowdin_charge:R:1
O 3.06 0.08 -1.44 -0.1227
H 3.80 -0.36 -1.91 0.0777
Co 0.54 -0.01 -0.25 0.4481
N -0.87 -0.87 -1.12 -0.1755
N 0.33 1.20 -1.65 -0.1642
N 0.20 -0.78 1.38 -0.0895
N 1.52 1.13 0.79 -0.0860
O -1.59 -1.86 -0.67 -0.1073
O -0.74 -1.69 1.65 -0.0277
O 2.07 2.29 0.41 -0.0133
O 0.88 2.36 -1.80 -0.0824
C -0.51 0.82 -2.66 -0.2404
C -1.19 -0.38 -2.35 -0.2578
C 0.93 -0.35 2.43 -0.2338
C 1.73 0.76 2.08 -0.2281
C -2.23 -1.06 -3.16 -0.0325
H -3.23 -0.96 -2.71 0.0880
H -2.04 -2.13 -3.28 0.0831
H -2.29 -0.63 -4.16 0.0674
C -0.64 1.67 -3.87 -0.0235
H 0.34 1.83 -4.33 0.0886
H -1.04 2.66 -3.59 0.0901
H -1.31 1.22 -4.61 0.0709
C 0.84 -0.96 3.79 -0.0059
C 2.63 1.51 3.00 -0.0030
H 0.28 -1.90 3.76 0.0823
H 0.33 -0.28 4.49 0.0963
H 1.84 -1.14 4.20 0.0884
H 3.24 2.23 2.45 0.0849
H 3.29 0.80 3.53 0.0908
H 2.03 2.04 3.76 0.0986
H -1.19 -1.87 0.69 0.0414
H 1.67 2.44 -0.55 0.0549
C 2.15 -1.11 -0.96 -0.1075
H 1.24 -1.26 -1.60 0.0960
H 2.07 -1.13 0.15 0.0859
H 2.72 -2.07 -1.12 0.1026
O 1.87 -4.74 -1.14 -0.0728
H 2.08 -5.20 -0.30 0.0443
H 0.90 -4.67 -1.15 0.0444
C -3.65 0.76 1.18 -0.0788
C -2.56 1.69 1.65 -0.3115
O -1.63 1.85 0.58 -0.0906
H -4.19 1.19 0.33 0.0809
H -4.36 0.59 1.98 0.0762
H -3.24 -0.21 0.88 0.0632
H -2.97 2.66 1.94 0.1139
H -2.04 1.24 2.51 0.1052
H -1.06 2.61 0.76 0.0909
```

Results
**Multiplicity**: 4
**Electronic energy**: -69740.33920 eV
**LUMO (spin up / spin down)**: -0.0086 / -0.0203 hartree
**HOMO (spin up / spin down)**: -5.624 / -8.246 eV